No. 1
Density functional theory data (ωB97M-V/def2-TZVPD) for a structure of composition C20H34ClN8O5SZr at a distorted geometry.

```
70
Properties=species:S:1:pos:R:3:forces:R:3:mulliken_charge:R:1
Zr -1.365648 0.349643 0.936887 -1.1 0.5 0.6 0.59
C 1.576095 4.164830 -1.908175 -0.1 0.0 -0.1 -1.10
N 1.359759 2.754679 -1.543738 0.2 0.0 0.0 0.03
C 2.410198 1.775785 -1.865239 0.0 0.0 0.0 -1.05
C 0.254451 2.331337 -0.962317 -0.1 0.1 -0.2 0.74
N 0.044498 1.080118 -0.568105 0.0 0.0 0.1 -0.34
N -0.731502 3.296200 -0.783096 -0.1 -0.1 0.0 0.02
C -2.052919 3.145037 -0.431527 0.0 -0.1 0.0 0.44
N -2.809308 4.220715 -0.644398 0.0 0.1 0.0 -0.38
N -2.518443 2.044275 0.115031 0.1 0.2 -0.6 -0.14
H 2.630270 4.311750 -2.108163 0.1 0.0 0.0 0.32
H 1.321749 4.831840 -1.082802 0.0 0.0 0.0 0.47
H 1.027896 4.441439 -2.812752 0.0 -0.1 0.0 0.41
H 3.234039 2.296276 -2.338418 0.0 0.1 0.0 0.30
H 2.033285 1.020742 -2.554821 0.0 0.0 0.0 0.40
H 2.782259 1.287488 -0.963146 0.0 0.0 0.0 0.44
H 0.747455 0.433182 -0.926226 0.1 0.0 0.0 -0.07
H -0.493753 4.204263 -1.144750 0.0 0.1 0.0 0.11
H -2.477009 5.039248 -1.130220 0.0 0.0 0.0 0.19
H -3.787299 4.222597 -0.404190 0.0 0.0 0.0 0.21
H -3.502880 2.142956 0.326822 -0.1 0.0 0.1 0.09
C 5.754136 -2.232942 -2.578081 0.0 0.1 0.0 -1.18
C 4.367765 -1.721939 -2.968153 0.0 -0.2 0.2 -0.59
S 3.229765 -1.769480 -1.600990 -0.2 0.1 0.1 1.45
O 3.769544 -1.064331 -0.456944 0.0 -0.1 0.0 -0.76
O 1.912395 -1.314349 -2.042892 0.1 -0.2 0.0 -0.73
C 3.120939 -3.516682 -1.216243 -0.3 0.2 0.1 -0.76
C 2.243079 -3.861348 -0.002181 0.1 0.1 -0.1 -1.32
N 0.935390 -3.163712 0.040425 0.2 -0.2 -0.3 0.20
C 0.668169 -2.108077 0.816053 -0.1 0.2 -0.1 0.85
N -0.528616 -1.585108 0.483730 0.5 -0.8 -0.4 0.17
C -1.032856 -2.355345 -0.540768 -0.1 -0.1 -0.1 -0.51
C -0.150680 -3.333270 -0.804040 0.3 0.1 -0.1 -0.28
N -0.316937 -4.353898 -1.820819 -0.1 -0.4 0.1 1.04
O 0.581210 -5.157658 -1.971037 0.0 0.3 0.0 -0.59
O -1.375745 -4.327903 -2.403017 0.2 0.1 0.0 -0.58
C 1.552533 -1.578833 1.888127 0.1 -0.1 -0.2 -1.41
H 6.469151 -1.966008 -3.354349 0.0 0.0 0.0 0.41
H 5.777230 -3.317886 -2.484077 0.0 0.0 0.0 0.31
H 6.091449 -1.781459 -1.645225 0.0 0.0 0.0 0.36
H 3.899452 -2.308908 -3.762156 0.0 0.1 0.0 0.42
H 4.383502 -0.670999 -3.261801 -0.1 0.0 0.0 0.42
H 4.138520 -3.853958 -1.016872 -0.1 -0.1 0.0 0.58
H 2.743742 -3.997340 -2.117004 0.0 -0.1 0.0 0.52
H 2.752579 -3.620234 0.925445 0.0 0.0 0.0 0.55
H 2.054494 -4.928463 -0.030912 0.0 -0.1 0.1 0.40
H -1.970380 -2.181783 -1.039085 0.0 0.0 0.0 0.70
H 1.557704 -2.243723 2.753197 -0.1 0.0 0.0 0.39
H 1.207367 -0.599601 2.205788 0.0 0.1 0.1 0.08
H 2.573301 -1.467092 1.529131 0.1 0.0 -0.1 0.47
C -4.351964 -0.628181 -0.292177 -0.1 0.0 -0.1 -0.86
O -3.330346 -0.655822 0.764523 -0.2 0.0 -0.5 -0.14
H -5.299198 -0.301951 0.127352 0.0 0.0 0.1 0.33
H -4.461985 -1.618967 -0.725059 0.1 -0.1 0.0 0.36
H -4.021689 0.068297 -1.054272 0.1 0.0 0.0 0.34
H -3.605911 -1.301108 1.427021 0.1 -0.1 0.2 0.26
Cl -0.398477 2.267461 2.370196 0.3 0.4 0.4 -0.09
C -2.040226 2.101299 3.022937 -0.3 -0.3 0.1 0.91
C -2.827012 3.225548 3.221778 0.1 0.3 -0.1 -0.70
C -4.095101 3.045039 3.734072 -0.1 0.0 0.0 -0.60
C -4.555081 1.758769 4.034301 0.0 -0.1 0.0 -0.71
C -3.752113 0.657169 3.820456 -0.2 0.1 -0.1 -0.81
C -2.451013 0.794986 3.311447 0.5 0.0 0.1 0.75
C -1.520623 -0.336844 3.049673 0.2 0.2 0.4 -1.27
H -2.444984 4.217639 3.010831 0.0 -0.1 0.0 0.54
H -4.725623 3.903804 3.927286 0.0 0.0 0.0 0.48
H -5.538212 1.627790 4.468448 0.0 0.0 0.0 0.47
H -4.102537 -0.329784 4.099484 0.0 0.0 0.0 0.55
H -1.961717 -1.293729 3.317877 0.0 -0.1 -0.1 0.47
H -0.607583 -0.213486 3.631918 0.1 -0.1 0.0 0.47
```
Positions in Å, forces in eV/Å.

Computed properties:
charge: +3

---

No. 2
Density functional theory data (ωB97M-V/def2-TZVPD) for a cluster of 2 separate species, CH2FNO2 in total at a distorted geometry.

```
7
Properties=species:S:1:pos:R:3:forces:R:3:mulliken_charge:R:1
C 0.749808 0.191786 0.101924 -1.3 -0.1 0.0 0.54
N -1.208628 0.236891 0.511563 2.5 -0.7 -1.3 -0.23
O 1.244327 0.336763 1.147839 0.6 0.1 0.3 -0.36
O 1.469786 0.112477 -1.092750 -5.2 -0.3 -1.0 -0.41
F -1.901761 -0.764069 -0.327087 1.1 1.0 1.8 -0.22
H -1.096977 -0.115918 1.547430 -0.3 -0.3 -2.6 0.27
H 0.743445 0.002071 -1.888919 2.6 0.4 2.8 0.39
```
Positions in Å, forces in eV/Å.

---

No. 3
Density functional theory data (ωB97M-V/def2-TZVPD) for a cluster of 2 separate species, C6H17NO in total at a distorted geometry.

```
25
Properties=species:S:1:pos:R:3:forces:R:3:mulliken_charge:R:1
C 2.266137 1.587160 0.566243 -0.7 -1.3 0.6 -1.38
C 0.890540 1.002083 1.029604 2.5 -0.2 -0.6 -0.32
N -0.060641 0.933525 -0.049939 0.1 -1.0 0.5 0.03
C -1.410753 0.841016 0.504419 -1.2 1.1 -0.5 -1.03
C 0.284499 -0.147774 -1.056368 -1.7 0.9 0.5 0.33
C -0.147839 -1.594588 -0.632125 -0.1 1.9 -0.3 -1.46
C -0.354817 0.292659 -2.385179 -0.3 -0.1 -0.3 -1.32
H 2.828311 1.576448 1.500596 0.3 0.9 0.0 0.41
H 2.875062 0.899231 -0.043104 -0.6 0.4 -0.3 0.35
H 2.045059 2.547904 0.101777 0.7 0.0 0.1 0.33
H 1.166645 0.019441 1.475677 -0.7 0.2 0.1 0.19
H 0.598586 1.706160 1.807178 -0.6 -0.3 0.0 0.51
H -2.079829 1.610362 0.088255 0.2 -0.1 -0.5 0.29
H -1.952802 -0.081431 0.332691 0.2 -0.5 0.1 0.25
H -1.514075 1.107714 1.559489 0.7 -0.5 0.1 0.39
H 1.351159 -0.113906 -1.250570 0.2 0.0 0.5 0.33
H 0.022398 -1.718589 0.434624 0.5 -0.5 -0.1 0.38
H -1.225804 -1.669541 -0.762488 -0.1 -0.2 -0.2 0.35
H 0.350120 -2.263402 -1.324975 0.1 -0.5 0.4 0.43
H 0.397270 0.832559 -2.967624 -0.2 -0.3 -0.2 0.32
H -0.751212 -0.585217 -2.903203 0.4 0.1 -0.4 0.37
H -1.212574 0.985101 -2.339691 0.3 -0.3 0.6 0.28
O -1.297486 -2.387456 2.369681 0.1 0.6 0.5 -0.66
H -1.157360 -3.322958 2.237862 -0.2 -0.2 -0.3 0.31
H -1.910593 -2.056500 1.707169 0.0 -0.3 -0.1 0.31
```
Positions in Å, forces in eV/Å.

Computed properties:
SMILES: CCN(C)C(C)C.O

---

No. 4
Density functional theory data (ωB97M-V/def2-TZVPD) for a structure of composition C10H10N2O2 at a distorted geometry.

```
24
Properties=species:S:1:pos:R:3:forces:R:3:mulliken_charge:R:1
C -3.178945 -0.529905 -0.128288 -0.1 -1.7 0.5 -0.38
C -2.816419 0.768119 -0.357291 -0.5 2.7 -0.7 -0.59
C -1.429202 1.111098 -0.458069 -3.2 -2.5 2.9 -0.32
C -0.550021 0.183041 0.170104 0.3 1.2 3.9 -0.21
C -0.811556 -1.139835 0.515829 -4.1 -0.8 0.4 -0.43
C -2.228104 -1.459880 0.322644 1.7 -1.7 -1.5 -0.55
C 1.202553 1.366533 -0.507039 1.0 7.0 -3.9 0.78
C 1.863101 1.326923 0.813578 0.0 0.7 -0.1 -0.32
C 2.390659 0.146021 1.065312 3.2 0.8 0.8 -0.38
C 1.905499 -1.030100 -0.850756 -0.8 -1.4 -3.1 0.09
H -4.209746 -0.836578 -0.371529 0.6 0.0 0.6 0.33
H -3.753390 1.534007 -0.377274 2.7 -1.5 -0.7 0.21
H -1.105133 2.085525 -0.572196 0.3 1.8 -0.3 0.48
H 0.560534 0.547654 0.537883 -6.7 -1.2 1.9 0.51
H -0.146914 -1.942083 0.965783 -0.6 1.5 -0.6 0.27
H -2.489632 -2.562629 0.231587 0.1 1.5 0.8 0.27
H -0.000292 0.015079 -1.705821 3.4 -0.2 1.1 0.54
H 1.790991 2.125743 1.623900 -0.2 -1.2 -1.7 0.27
H 2.864419 0.117265 1.969676 1.1 -0.6 2.5 0.53
H 3.528276 -1.570872 0.574146 -2.4 1.6 -1.5 0.33
N 0.920793 0.086481 -1.091048 4.7 -1.0 -4.7 -0.15
N 2.794448 -0.848131 0.213939 -0.6 -0.9 0.1 -0.08
O 0.977800 2.546498 -1.035034 0.5 -6.1 1.9 -0.63
O 1.920275 -2.039966 -1.550034 -0.4 2.0 1.4 -0.57
```
Positions in Å, forces in eV/Å.

---

So what do the calculations give for energy relative to the best compared isomer or geometry (same formula, charge and spin)? Going down the list: 0.000, 2.888, 1.414, 8.839 eV.
So what do the calculations give for energy? Going down the list: -68064.122, -9367.310, -10034.168, -17599.703 eV.
So what do the calculations give for highest occupied orbital energy? Going down the list: -17.135, -10.100, -8.270, -7.549 eV.